Record 1
The following is a DFT calculation (ωB97M-V/def2-TZVPD) of C37H31CoN8O7P2 as an isolated structure.

CARTESIAN COORDINATES (ANGSTROEM)
Co 0.39178 0.43472 1.57008
C -3.10997 -1.49438 5.37121
N -1.90370 -1.36657 4.56554
C -0.67704 -1.41582 5.13436
C 0.19167 -0.88971 4.23684
N -0.46600 -0.61375 3.13478
C -1.74482 -0.83547 3.30052
P -3.23819 -0.60348 2.34441
C -2.92385 1.05319 1.60254
N -1.71931 1.66214 1.57605
C -1.88211 2.91465 1.12712
C -3.23978 3.16127 1.02205
N -3.89479 1.99666 1.38799
C -5.29245 1.89520 1.53416
C -2.95972 -1.66927 0.85922
N -3.79780 -1.49383 -0.12970
C -3.66309 -2.53277 -0.96434
C -2.76074 -3.42476 -0.45190
N -2.40718 -2.91269 0.76099
C -1.46807 -3.49970 1.72576
H -3.46886 -2.58695 5.34268
H -2.73353 -1.29864 6.45162
H -3.83061 -0.74509 5.13927
H -0.53350 -1.76071 6.10256
H 1.25715 -0.77968 4.32357
H -0.94220 3.49952 1.04886
H -3.75454 4.07696 0.87336
H -5.72111 2.80054 1.95811
H -5.75024 1.69294 0.56452
H -5.57923 1.02580 2.07216
H -4.28702 -2.52683 -1.81951
H -2.17142 -4.31683 -0.87501
H -2.07401 -3.99122 2.49625
H -0.77014 -4.20579 1.29288
H -0.85278 -2.68551 2.18749
C 0.28794 -0.09870 -5.34791
C 1.33545 0.72242 -5.13111
C 1.77744 1.34055 -3.92795
C 0.99152 1.41894 -2.81668
C -0.38833 0.85179 -2.50410
C -0.78400 -0.25151 -4.27082
P 1.89832 1.30352 -1.15094
C 3.60994 1.73061 -1.56644
C 4.24935 0.75607 -2.27625
C 5.64696 0.86457 -2.36602
C 6.33346 1.95557 -1.82661
C 5.64135 2.99159 -1.22552
C 4.28794 2.85172 -1.10109
C 1.37421 2.69691 -0.07233
C 1.23947 4.02198 -0.40411
C 1.35877 4.97142 0.58000
C 1.34754 4.54722 1.87965
C 1.28461 3.17594 2.26134
C 1.35838 2.21828 1.26102
H 0.21767 -0.70895 -6.16363
H 2.03735 0.77528 -5.98160
H 2.80161 1.72113 -3.86299
H -1.24451 0.78056 -0.78501
H -1.67141 -0.66296 -4.81681
H 3.72558 -0.07637 -2.70205
H 6.22682 0.11701 -2.83716
H 7.41586 2.06267 -2.00359
H 6.23958 3.83140 -0.94757
H 3.68499 3.49384 -0.48996
H 1.23016 4.30439 -1.47679
H 1.14944 5.97309 0.36314
H 1.13382 5.25719 2.67063
H 1.05794 2.93824 3.30632
O -1.12775 1.06830 -3.71673
C -0.35088 -0.66799 -2.75578
O -0.94969 1.38879 -1.44740
C 0.12695 -1.73653 -2.05993
C 0.32624 -3.00918 -2.59533
C 0.92146 -3.95487 -1.94905
C 1.38173 -3.73033 -0.57346
C 1.10884 -2.55133 0.02188
C 0.27198 -1.55350 -0.65889
O -0.49189 -0.73808 -0.00923
N 1.70179 -2.07892 1.48145
O 1.92241 -0.77791 1.64460
O 1.62505 -2.98575 2.32478
N 1.02993 -5.33151 -2.31943
O 1.41956 -6.28043 -1.59863
O 0.42615 -5.65672 -3.33663
H -0.25150 -3.29451 -3.47066
H 1.83156 -4.54906 -0.11510

As for the spin multiplicity: 4. The calculation puts the HOMO-LUMO gap (alpha / beta) at 5.476 / 6.696 eV. The expectation value of S² is 4.20. The calculation puts the highest occupied orbital energy (alpha / beta) at -0.1267 / -0.1715 hartree. Its charge is -1.

Here are the Löwdin charges for atoms 1 to 5, given in e:
1. Co 0.560
2. C -0.055
3. N -0.137
4. C -0.057
5. C -0.111

Record 2
The following is a DFT calculation (ωB97M-V/def2-TZVPD) of C37H31F3N5O3SSn as an isolated structure.

CARTESIAN COORDINATES (ANGSTROEM)
Sn 0.08768 1.59526 -1.54682
O -7.76622 3.01380 -1.77653
N -7.50821 2.00740 -1.14594
O -8.31858 1.33090 -0.54628
C -6.11382 1.53615 -1.13624
C -5.93965 0.19894 -1.08525
C -4.63618 -0.37404 -1.09882
C -4.42964 -1.76225 -1.07469
C -3.14523 -2.24298 -1.06364
C -2.08997 -1.32586 -1.06205
N -2.25501 -0.02057 -1.10569
C -3.50814 0.46793 -1.13908
C -3.70260 1.89783 -1.22889
N -2.60192 2.65438 -1.32962
C -2.72489 3.95888 -1.40346
C -3.96069 4.60926 -1.35972
C -5.10327 3.85539 -1.26314
C -5.00280 2.44998 -1.21821
H -6.80516 -0.44775 -1.03357
H -5.27935 -2.43296 -1.05706
H -2.94663 -3.30594 -1.04785
H -1.06051 -1.67291 -1.03415
H -1.80103 4.52269 -1.49736
H -4.01209 5.68739 -1.41120
H -6.06662 4.33573 -1.23363
C -0.96441 1.64069 7.28362
C -0.72676 1.30420 5.84352
C -0.15508 0.09061 5.47393
C 0.09211 -0.22657 4.15243
C 0.72675 -1.55654 3.83355
C -0.25717 0.70167 3.14279
C 0.00824 0.34798 1.76833
O -0.26653 1.02416 0.78155
C -0.84936 1.94278 3.50313
C -1.25211 2.98322 2.49788
C -1.06312 2.21090 4.84348
H -0.85855 0.76356 7.91880
H -1.96087 2.05940 7.42411
H -0.24634 2.39274 7.61658
H 0.11076 -0.62322 6.24464
H 0.88598 -2.12263 4.74814
H 1.69500 -1.42359 3.34778
H 0.09692 -2.15315 3.17244
H 0.50299 -0.62096 1.60926
H -0.39180 3.31026 1.91318
H -1.68288 3.84616 3.00286
H -1.97650 2.58206 1.78913
H -1.50789 3.16024 5.11900
F 8.03690 -2.22597 2.56765
C 8.14938 -1.40449 1.51167
F 8.88686 -2.04593 0.58300
F 8.86835 -0.33642 1.90818
C 6.81596 -0.98855 0.96207
C 6.78937 -0.09315 -0.10039
C 5.57635 0.31811 -0.61819
C 4.37800 -0.16528 -0.08194
C 4.42216 -1.06042 0.98873
C 5.63719 -1.47002 1.50964
C 3.12233 0.25281 -0.62692
C 2.05499 0.60594 -1.09420
H 7.71879 0.27690 -0.51303
H 5.54449 1.02911 -1.43303
H 3.49798 -1.42628 1.41555
H 5.67468 -2.16039 2.34062
C -0.11885 -4.54295 -4.68856
C 0.52391 -3.20738 -4.53409
C 1.86448 -2.97265 -4.59017
C 2.32441 -1.64553 -4.43152
N 1.49512 -0.64313 -4.18914
C 0.17946 -0.86216 -4.14296
S -0.95512 0.37041 -3.97355
N -0.28920 -2.14306 -4.32215
C 3.76800 -1.31762 -4.55420
H 0.62866 -5.31492 -4.84545
H -0.80300 -4.53875 -5.53901
H -0.69481 -4.79375 -3.79581
H 2.55948 -3.77792 -4.77298
H -1.29281 -2.26310 -4.31410
H 4.38184 -2.20825 -4.66322
H 4.07396 -0.75101 -3.67675
H 3.91181 -0.66479 -5.41692

The calculation puts the HOMO-LUMO gap at 7.376 eV. The calculation puts the highest occupied orbital energy at -0.3883 hartree. Its charge is +1.

Here are the Löwdin charges for atoms 1 to 5, given in e:
1. Sn 1.144
2. O 0.095
3. N -0.338
4. O 0.101
5. C -0.066

Record 3
The following is a DFT calculation (ωB97M-V/def2-TZVPD) of C37H31FeN5O2S2 as an isolated structure.

CARTESIAN COORDINATES (ANGSTROEM)
Fe 0.11091 -0.67221 0.88106
C -2.24365 -1.31789 -2.29388
C -1.06589 -0.40329 -2.19869
N 0.09889 -0.90847 -2.15231
N 1.12162 -0.09043 -2.50055
C 1.99624 0.18835 -1.63452
S 1.96236 -0.17864 0.05139
S 3.47631 1.04001 -2.19251
C 2.80653 2.71882 -2.49487
C 2.50131 2.98299 -3.93936
C 3.49297 3.45350 -4.79529
C 3.22451 3.67678 -6.13779
C 1.95550 3.42503 -6.64212
C 0.96572 2.94235 -5.79610
C 1.23636 2.72288 -4.45432
C -1.27835 1.05592 -2.14550
C -1.98366 1.70401 -3.15353
C -2.14356 3.07934 -3.17523
C -1.57643 3.82004 -2.14711
C -0.91889 3.20512 -1.10230
C -0.77112 1.79376 -1.01823
O -0.25413 1.29135 0.05404
H -1.93879 -2.34508 -2.10688
H -3.02604 -1.03238 -1.59743
H -2.65388 -1.24873 -3.30668
H 1.92047 2.81663 -1.86796
H 3.58053 3.39756 -2.13659
H 4.48659 3.64155 -4.40276
H 4.00812 4.03841 -6.79261
H 1.74026 3.60664 -7.68799
H -0.02247 2.72655 -6.18352
H 0.46451 2.34366 -3.79562
H -2.39008 1.10844 -3.96556
H -2.67850 3.56410 -3.98146
H -1.66096 4.90164 -2.15486
H -0.49774 3.79261 -0.29457
N 0.25551 0.93749 2.58509
C 0.24437 0.56071 3.92613
C -0.72494 1.07960 4.78244
C -0.78156 0.69737 6.11040
C 0.14204 -0.21200 6.60399
C 1.10174 -0.73095 5.74996
C 1.17058 -0.36477 4.40690
C 2.15531 -1.02633 3.51797
C 3.42949 -1.31185 4.03614
C 4.35121 -2.04396 3.31877
C 4.00897 -2.53487 2.06440
C 2.77276 -2.22219 1.52604
C 1.84431 -1.45111 2.22647
H -0.43467 1.62050 2.30881
H 1.16301 1.12448 2.16905
H -1.44369 1.78668 4.38519
H -1.54953 1.10412 6.75633
H 0.10647 -0.52800 7.63854
H 1.80019 -1.46971 6.12280
H 3.69287 -0.93084 5.01569
H 5.33659 -2.22720 3.72973
H 4.71707 -3.12165 1.49215
H 2.53982 -2.56530 0.52807
O -1.74665 -0.58924 1.53568
C -2.83067 -1.17529 1.20680
C -4.05578 -0.47748 1.09803
C -5.22415 -1.12490 0.76290
C -5.23048 -2.50797 0.52307
C -4.03425 -3.19522 0.61869
C -2.84526 -2.54426 0.94890
C -1.57254 -3.24512 1.01228
N -0.35077 -2.73129 0.89866
C 0.51593 -3.79601 1.01894
C -0.17160 -4.95329 1.19947
N -1.50028 -4.58844 1.19049
H -4.03049 0.59119 1.27082
H -6.14549 -0.56077 0.67491
H -6.14154 -3.02321 0.24996
H -4.02470 -4.25772 0.39752
H 1.58331 -3.66711 0.98299
H 0.14798 -5.97046 1.33429
H -2.28604 -5.19457 1.33678

As for the spin multiplicity: 2. The calculation puts the HOMO-LUMO gap (alpha / beta) at 6.260 / 6.575 eV. The expectation value of S² is 1.07. The calculation puts the highest occupied orbital energy (alpha / beta) at -0.1488 / -0.1492 hartree. Its charge is -1.

Here are the Löwdin charges for atoms 1 to 5, given in e:
1. Fe 0.450
2. C -0.017
3. C -0.319
4. N 0.059
5. N -0.043

Results for strongest force on any atom: 7.410; 0.679; 3.598 (in eV/A, following the order of the records).